[1]
This record from the OMol25 dataset describes a single C11H11FO6 molecule in a non-equilibrium geometry. The level of theory is the ωB97M-V functional and the def2-TZVPD basis.

CARTESIAN COORDINATES (ANGSTROEM)
C -1.2538 2.1472 1.2030
H -0.8629 -0.6686 1.7929
O 3.3149 -3.1134 -0.5665
H 0.8856 -4.2615 -1.0915
C -0.2361 -2.8554 -2.2374
C 1.7842 -0.5172 0.8675
C 1.0267 -2.3365 -0.2681
O -0.8715 2.2008 2.3388
F 0.7757 -2.5200 -3.0273
C -1.3935 0.1814 -0.0787
H -0.2586 5.0061 1.1471
C -0.8204 -0.9781 0.7568
C 0.1431 4.1537 0.6309
H -0.5950 -3.7254 -0.3374
H -1.8748 3.7707 0.0015
H -0.6871 2.7544 -0.7738
H -0.6474 0.6611 -0.7019
H 0.8579 3.6396 1.2516
O 1.8722 0.3128 1.7228
H -2.1655 -0.1959 -0.7298
O -1.3752 -2.6813 -2.5544
C 0.5823 -1.3057 0.4318
C 0.2444 -3.4045 -0.9308
C -0.9678 3.2049 0.1688
H 0.6889 4.4790 -0.2439
H -1.4682 -1.8367 0.6582
O -2.0575 1.1094 0.7810
O 2.8384 -0.9701 0.0917
C 2.5211 -2.2508 -0.3028

Forces on atoms 1 to 3 (eV/Å):
C 0.14 0.11 0.66
H -0.03 0.17 0.33
O -0.71 1.21 0.11

Calculated values
HOMO = -10.60 eV
orbital gap = 9.5851 eV
SMILES = CCC(=O)OCCC1=C(CC(=O)F)C(=O)OC1=O
2S+1 = 1

[2]
This record from the OMol25 dataset describes 3 unconnected molecules or ions with the total composition C6H15N in a non-equilibrium geometry. The level of theory is the ωB97M-V functional and the def2-TZVPD basis.

CARTESIAN COORDINATES (ANGSTROEM)
H -2.0131 -1.0785 -1.4673
H 2.5259 -2.0815 -0.2946
H -2.6546 -0.8655 1.0006
H 0.2640 1.4968 -1.1108
C -2.0527 -0.1236 -0.9429
H -0.2323 2.7127 0.8151
H 3.0616 -0.7839 -1.3506
C 3.0095 -1.0968 -0.2997
H -0.5960 1.2783 1.7141
H -0.1671 -1.0068 0.6614
H -2.9651 0.8572 0.7524
H 2.0810 -0.3912 1.5552
H -2.2637 0.6683 -1.6628
H 4.0350 -1.2344 0.0743
H 0.3974 -0.9307 -1.1039
C 0.1412 -0.4193 -0.1918
N -0.3609 1.7164 0.8377
C -0.0414 0.9542 -0.2248
C -2.9634 -0.1208 0.2567
H -4.0137 -0.3415 0.0148
H 2.6089 0.9008 0.4602
C 2.1995 -0.1103 0.5065

Forces on atoms 1 to 3 (eV/Å):
H 0.28 -0.03 0.12
H 0.14 0.04 0.02
H -0.01 0.01 -0.02

Calculated values
HOMO (spin up / spin down) = -5.64 / -5.81 eV
orbital gap (spin up / spin down) = 6.5458 / 6.7148 eV
2S+1 = 1

[3]
This record from the OMol25 dataset describes a molecular structure, C16H20N4O2 in a non-equilibrium geometry. The level of theory is the ωB97M-V functional and the def2-TZVPD basis.

CARTESIAN COORDINATES (ANGSTROEM)
C -1.7420 2.3419 -3.5395
N -1.3376 -0.3369 1.1774
C -0.0529 -0.5324 3.1435
N 1.9419 1.3108 -1.3311
H 2.6529 -0.2791 3.8968
C 0.4764 -1.8274 3.1816
C 1.0571 0.5649 -1.5320
C 2.5715 -0.4912 -0.3843
N 1.1379 -0.5304 -0.6612
H 0.7387 0.6849 1.5779
N 2.6135 -1.2961 2.1038
H -0.9961 -1.2433 -1.8442
O -2.5320 -0.0344 3.0294
H -1.7747 3.2992 -3.8524
H -0.6453 -0.8783 0.5307
C -0.4068 2.0702 -2.8412
C -0.0601 0.7104 -2.3460
H -4.5238 2.2844 -3.6198
H 3.0665 -2.2609 0.3781
H -4.2843 0.9004 -4.4224
C 3.1840 -1.4021 0.6805
H 1.7828 -3.2813 2.0147
H 0.3600 3.0748 -2.5841
H 3.1991 0.6258 2.3997
C -1.4088 -0.2003 2.5738
C -2.6364 1.3967 -3.6851
C -1.0646 -0.1206 -2.2791
H 0.7839 -2.1324 4.0294
O 2.9570 0.5741 -0.5844
H -0.3579 -0.1300 4.1712
H 1.0341 1.3218 3.1170
C -2.1795 0.2459 -2.9075
H -2.2507 -0.3597 0.4594
C 2.2366 -0.1826 2.7885
C 1.4673 -2.1423 1.9030
H 0.8781 -2.1079 1.0377
H -3.7443 2.3725 -4.8991
C 1.1769 0.5258 2.5038
H 4.1449 -1.0136 0.7702
H -0.4757 -2.4690 3.1968
H -3.1135 -0.7899 -3.0748
C -3.8739 1.7375 -4.2769

Forces on atoms 1 to 3 (eV/Å):
C 7.80 -0.41 3.22
N -1.89 -1.25 -5.33
C -1.34 7.42 2.62

Calculated values
HOMO = -8.88 eV
orbital gap = 8.9163 eV
2S+1 = 1

[4]
This record from the OMol25 dataset describes a molecular structure, C45H52F2N4O2PTi in a non-equilibrium geometry. The level of theory is the ωB97M-V functional and the def2-TZVPD basis.

CARTESIAN COORDINATES (ANGSTROEM)
O 0.3245 4.0872 0.2875
N -0.6771 1.9254 -0.1511
O 3.9042 -1.4659 -1.6411
C -1.9956 -0.5431 -2.7236
H -0.4125 1.7448 -2.8161
H 1.2206 -1.3439 -4.1646
C 3.1456 -3.0263 0.9818
H -2.5019 -2.8874 4.0190
H -0.0939 -2.1220 4.2112
H -3.6698 0.3456 2.7850
C 0.6724 -4.9995 -1.6522
H 4.5874 -3.3305 -0.6682
C -2.1353 1.9682 2.4676
C 1.2354 -4.6138 0.6556
H 3.5981 1.5904 1.3928
C 4.2986 -3.8356 0.2952
H -0.7090 -3.0220 -4.8877
H -1.3176 -0.2963 -3.5464
C 1.7631 -2.2972 -4.1916
H 0.1999 -5.5939 -2.4528
N -0.6568 -1.1038 1.0916
H 0.8068 0.4777 5.1020
C 3.7119 2.7182 -1.9325
H 4.5424 3.3406 -2.2999
H -1.4642 5.2435 -2.1831
C 1.7468 1.0609 4.8030
C -3.3253 -0.5136 -2.9437
H 1.8201 3.8332 4.1567
C -3.0073 1.0282 3.3275
C 0.6487 -5.3923 -0.3099
H 2.5976 0.4277 5.0253
H 1.2431 4.0194 2.5746
C -2.7704 2.3798 1.1628
C -3.8246 -1.3361 -0.8316
C -4.7312 3.2419 0.0469
C 1.1105 -3.7121 -2.0520
H 1.8993 -2.4968 -5.2664
C 2.6224 3.3029 -1.2097
C 1.9677 3.4576 3.1532
H 3.6407 -2.6821 3.1818
H 3.2114 -4.3484 2.7176
H 3.5175 -2.0186 0.7268
H -2.7015 3.7870 3.5172
H 1.8267 2.0035 5.3190
H -1.0213 -4.4812 -3.9236
H 0.0291 3.4515 -2.6179
C -0.5474 -3.4354 -3.8795
H 3.8982 -4.8026 0.0378
H 1.0597 -1.0990 2.2100
C -4.0174 3.2364 -1.1289
H 3.6236 -0.0122 2.2734
H 1.3587 -4.3236 -3.9816
C -1.5364 -0.8532 -1.4591
N 1.5959 1.1454 -1.1058
H -1.9525 4.9151 -3.8267
H 4.2607 1.5325 3.0335
C -0.7046 2.7449 -3.0132
C 1.9301 -3.4402 0.2428
H -1.0866 3.2147 3.9926
C -2.1207 3.1680 -2.5614
H -4.7007 2.6100 2.0700
H -4.4672 3.6165 -2.0882
H 1.3748 -5.0142 1.6553
H -0.6597 2.8973 -4.0958
C -2.6167 -2.2494 1.9737
H 2.7288 -2.1393 -3.7117
C -4.3185 -0.9234 -2.0497
H 2.5445 4.3929 -1.1080
C -0.6386 -1.9681 3.2934
Ti 0.0376 -0.1808 -0.5576
H -1.2116 -2.9533 -3.1324
C 1.6002 2.4678 -0.8144
C 1.6702 -2.9116 -1.0354
C 2.8184 -0.9048 -1.4672
H -3.6799 -2.4681 1.8769
C 0.0098 -1.4184 2.2163
F -3.7718 0.0048 -4.1288
H 2.9168 3.7158 2.7687
C 3.0163 -3.3067 2.4707
H -1.0986 1.5404 2.3038
C -2.2001 4.6856 -2.7961
C -1.7747 3.3377 3.1576
C -2.4711 -1.3514 -0.4714
C 3.6874 1.3442 -2.2199
H -5.3846 -0.9664 -2.2079
H 1.9779 -3.1062 2.7826
C -1.9707 -2.4200 3.1681
C -4.0956 2.7967 1.1851
H -5.7414 3.5693 0.0746
N 1.6593 -1.5107 -1.1387
H -3.1965 5.0640 -2.5667
H 4.5127 0.8663 -2.7078
H -1.3650 4.0349 2.3925
C -2.6790 2.8409 -1.2003
P 1.6960 1.6097 2.9481
C 0.3884 2.9124 -0.0893
C 0.9364 -3.3936 -3.5228
H -3.6339 1.6228 4.0298
H -2.8120 2.6571 -3.2626
H 5.1526 -4.0854 1.0058
F -4.7243 -1.7165 0.1840
C 2.6835 0.5498 -1.6718
C 3.4527 1.0721 2.4008
C -2.0192 2.3827 -0.0611
C -1.9573 -1.6411 0.8884
H -2.4083 0.3604 3.9487
H 0.0942 -6.2864 -0.0591

Forces on atoms 1 to 3 (eV/Å):
O -0.28 -1.99 -0.26
N 3.21 -0.41 -0.03
O -1.00 0.91 0.05

Calculated values
HOMO = -10.76 eV
orbital gap = 6.0036 eV
2S+1 = 1
total charge = +1

[5]
This record from the OMol25 dataset describes a single C6H12 molecule. The level of theory is the ωB97M-V functional and the def2-TZVPD basis.

CARTESIAN COORDINATES (ANGSTROEM)
H 0.2450 -2.0966 -0.8614
C -0.1137 1.1804 0.7050
H 0.6336 -0.4072 -1.2527
H -0.0993 2.2745 0.8319
H -1.4396 -1.1779 0.5183
H -0.4082 -1.3126 -2.3129
H -0.2880 0.7214 1.6968
C 1.1998 0.8578 0.0702
C -0.1709 -1.1649 -1.2560
H -2.2304 1.1972 0.2722
H 1.4933 -0.7297 1.5899
H 2.5681 0.6715 1.5493
C -1.3106 0.8394 -0.2071
H -2.3122 -0.9181 -0.9816
C -1.3837 -0.6702 -0.4543
H -1.2070 1.3701 -1.1616
H 2.7961 -0.5879 0.3461
C 2.0276 -0.0473 0.9078

Forces on atoms 1 to 3 (eV/Å):
H -0.08 0.09 -0.09
C 0.09 -0.02 0.02
H -0.04 -0.11 -0.02

Calculated values
HOMO = -8.02 eV
orbital gap = 8.5345 eV
2S+1 = 1

Across the entries above, energy relative to the best compared isomer or geometry (same formula, charge and spin) takes the values 5.5 131.0 403.4 0.0 89.3 kcal/mol, respectively.
Across the entries above, electronic energy takes the values -977.08486 -292.16034 -990.62463 -3505.78451 -235.67585 hartree, respectively.